Computed, not measured: the molecule C6H10N2 at a distorted geometry, with ωB97M-V with the def2-TZVPD basis set.

Net charge: 0
HOMO level (hartree): -0.33525
ΔE to the lowest compared entry with this formula, charge and spin (kJ/mol): 657.8
Gap between HOMO and LUMO (eV): 10.0
LUMO (eV): 0.86

Positions of all 18 atoms, in Å:
N 0.672 -0.816 2.281
N -0.063 1.958 -1.721
C -0.795 0.634 0.648
C 0.166 -0.514 1.020
C -0.461 -1.517 -0.194
C 1.182 0.322 0.142
C -0.184 0.643 -0.703
C -0.720 -0.670 -1.178
H 2.074 0.039 -0.420
H -1.122 -1.072 -2.286
H 1.701 -1.123 2.072
H -1.123 2.181 -2.081
H -0.138 -1.692 2.508
H 0.518 1.608 -2.597
H -0.727 1.554 1.355
H -1.856 -0.120 0.782
H -0.818 -2.540 -0.329
H 1.693 1.125 0.701

Löwdin atomic charge list, values in e, 4 entries:
1 N 0.036
2 N -0.001
3 C -0.141
4 C -0.536